No. 1
An isolated molecule of C2H3NO2S, computed with ωB97M-V with the def2-TZVPD basis set.

E_tot: -681.32463 hartree
structure (SMILES): CC(=O)SN=O

Last column: Löwdin charge in e.
Cartesian coordinates (Å):
C (1.4048, 0.6370, -0.0608)  -0.6521
C (0.0549, 0.1392, -0.2187)  -0.0816
N (3.9509, 0.3195, -0.0028)  -0.4305
O (1.8142, 1.7400, -0.0924)  0.0813
O (5.0924, 0.0116, 0.1740)  -0.0834
S (2.7222, -0.8625, -0.1057)  0.8647
H (-0.0505, 0.0997, -1.2735)  0.0856
H (-0.0083, -0.8685, 0.1960)  0.0664
H (-0.6384, 0.8255, 0.4501)  0.1496

Cartesian forces (eV/Å) of the 2 atoms listed first:
C 2.390 -0.416 -0.578
C -1.601 0.523 3.172

No. 2
A 2-piece molecular cluster, C24H25N4O3S overall, computed with ωB97M-V with the def2-TZVPD basis set.

charge: -1
E_tot: -1772.57547 hartree

Last column: Löwdin charge in e.
Cartesian coordinates (Å):
C (3.3043, 2.2794, 1.9269)  -0.0869
N (3.3360, 0.9468, 1.3194)  -0.0558
C (4.5931, 0.3773, 1.1468)  -0.7122
S (6.0163, 1.2080, 1.4473)  0.6636
N (4.5817, -0.9302, 0.6970)  -0.0577
C (5.8869, -1.5526, 0.4794)  -0.0910
C (3.4565, -1.5014, 0.0477)  -0.3573
O (3.5770, -2.3661, -0.8158)  0.0826
C (2.1480, -1.0043, 0.4982)  -0.0727
C (1.0387, -1.5463, -0.0678)  0.0573
C (-0.3272, -1.1157, 0.1982)  -0.1869
C (-0.7464, 0.1598, -0.1974)  0.0123
C (-2.0157, 0.6311, 0.0531)  -0.1367
C (-2.9349, -0.1847, 0.7689)  -0.1054
N (-4.1915, 0.2822, 1.0230)  -0.1026
C (-4.6951, 1.4618, 0.3520)  -0.1779
C (-3.6305, 2.5346, 0.2236)  -0.1765
C (-2.3812, 1.9814, -0.4524)  -0.1498
C (-5.2268, -0.5927, 1.5272)  -0.1810
C (-4.6662, -1.5695, 2.5453)  -0.1782
C (-3.4686, -2.3393, 1.9859)  -0.1592
C (-2.5320, -1.4840, 1.1945)  -0.1498
C (-1.2738, -1.9475, 0.8376)  0.0278
C (2.1320, 0.1946, 1.3519)  -0.3376
O (1.1626, 0.5812, 2.0016)  0.0809
H (2.2672, 2.6090, 1.9644)  0.0843
H (3.7406, 2.2481, 2.9326)  0.0811
H (3.9239, 2.9360, 1.3111)  0.0603
H (5.7383, -2.5898, 0.1877)  0.0851
H (6.4489, -1.0028, -0.2836)  0.0795
H (6.4466, -1.4729, 1.4153)  0.0610
H (1.1758, -2.4628, -0.6329)  0.1290
H (-0.0477, 0.7899, -0.7415)  0.1147
H (-5.0716, 1.1932, -0.6517)  0.1306
H (-5.5439, 1.8299, 0.9385)  0.1129
H (-4.0305, 3.3689, -0.3556)  0.1064
H (-3.3591, 2.9081, 1.2182)  0.1185
H (-1.5399, 2.6659, -0.2833)  0.1208
H (-2.5286, 1.9292, -1.5441)  0.1287
H (-5.9946, 0.0459, 1.9823)  0.1139
H (-5.7052, -1.1455, 0.6962)  0.1296
H (-4.3530, -1.0173, 3.4403)  0.1176
H (-5.4597, -2.2615, 2.8397)  0.1058
H (-2.9303, -2.7976, 2.8246)  0.1148
H (-3.8297, -3.1683, 1.3577)  0.1193
H (-0.9616, -2.9622, 1.0959)  0.1255
N (1.5079, -0.0633, -2.0891)  0.0689
C (0.9667, -0.8665, -3.0825)  -0.5106
O (0.3004, -1.8771, -2.7896)  -0.0592
C (1.1978, -0.4798, -4.4724)  -0.0431
C (1.8385, 0.6948, -4.7698)  -0.1433
C (2.3310, 1.4947, -3.7182)  -0.1406
C (2.1521, 1.0368, -2.4029)  -0.1950
H (0.7928, -1.1720, -5.2061)  0.0885
H (1.9617, 1.0077, -5.8091)  0.0860
H (2.8503, 2.4399, -3.8733)  0.0674
H (2.5719, 1.6374, -1.5909)  0.0922

Cartesian forces (eV/Å) of the 2 atoms listed first:
C 0.075 -0.041 -0.125
N 0.720 0.146 0.703

No. 3
C33H51BrN5O4PS2Sr as an isolated structure, computed with ωB97M-V with the def2-TZVPD basis set.

E_tot: -5605.31095 hartree

Last column: Löwdin charge in e.
Cartesian coordinates (Å):
Sr (-0.3905, 0.3506, -0.1453)  1.0368
O (-0.0245, 2.2795, 1.1862)  -0.3853
N (-0.0762, 3.5339, 0.7752)  -0.2290
C (0.7363, 4.4159, 1.4056)  -0.0394
C (0.7707, 5.7378, 1.0630)  -0.0719
C (-0.0601, 6.1714, 0.0257)  -0.0822
C (-0.8690, 5.2670, -0.6108)  -0.1007
C (-0.8955, 3.8998, -0.2587)  -0.7128
S (-1.8821, 2.7679, -1.0678)  0.5351
H (1.3322, 3.9556, 2.1786)  0.1330
H (1.4334, 6.4079, 1.5904)  0.1013
H (-0.0655, 7.2097, -0.2797)  0.1045
H (-1.5165, 5.5694, -1.4207)  0.0994
O (0.3148, -0.4006, 6.5928)  0.0839
C (0.1841, -0.4035, 5.2496)  -0.3084
C (-1.0267, -0.6344, 4.6051)  0.0150
C (-1.0528, -0.6125, 3.2263)  -0.1316
N (0.0297, -0.3806, 2.4700)  -0.0348
C (1.1601, -0.1646, 3.1158)  -0.7185
Br (2.6853, 0.1693, 2.0349)  0.8439
C (1.3191, -0.1643, 4.4875)  -0.0360
H (-0.5422, -0.5595, 7.0073)  0.1166
H (-1.9382, -0.8219, 5.1587)  0.1211
H (-1.9811, -0.7808, 2.6922)  0.0371
H (2.2777, 0.0218, 4.9467)  0.1146
C (2.4243, 1.4616, -5.4646)  -0.0840
C (1.6026, 1.2586, -4.1846)  -0.5886
C (0.3952, 0.3640, -4.5153)  -0.1021
C (0.9984, 2.6160, -3.7941)  -0.0994
P (2.5048, 0.4968, -2.6858)  0.8064
N (1.5172, -0.0595, -1.6421)  -0.4264
C (3.6384, 1.8355, -1.9585)  -0.5894
C (4.3898, 2.7356, -2.9487)  -0.0812
C (4.6858, 1.1669, -1.0567)  -0.1092
C (2.7904, 2.7108, -1.0197)  -0.1055
C (3.6322, -0.9017, -3.3535)  -0.5821
C (4.0721, -1.7662, -2.1570)  -0.1111
C (4.8836, -0.5212, -4.1511)  -0.0816
C (2.7625, -1.8175, -4.2275)  -0.1067
H (1.7944, 1.9618, -6.2069)  0.0872
H (2.7497, 0.5210, -5.9075)  0.0571
H (3.3031, 2.0869, -5.3106)  0.0630
H (-0.2737, 0.9149, -5.1825)  0.0855
H (-0.1501, 0.1087, -3.6061)  0.0539
H (0.6708, -0.5586, -5.0198)  0.0567
H (0.3404, 2.9390, -4.6065)  0.0877
H (1.7456, 3.3947, -3.6605)  0.0605
H (0.3861, 2.5492, -2.8928)  0.0362
H (4.9972, 2.1705, -3.6534)  0.0621
H (5.0662, 3.3868, -2.3854)  0.0866
H (3.7265, 3.3838, -3.5186)  0.0610
H (5.4925, 0.7086, -1.6270)  0.0606
H (4.2315, 0.4072, -0.4200)  0.0283
H (5.1358, 1.9333, -0.4185)  0.0873
H (2.0271, 3.2894, -1.5312)  0.0611
H (3.4575, 3.4174, -0.5137)  0.0893
H (2.2997, 2.0991, -0.2614)  0.0224
H (4.9182, -1.3449, -1.6205)  0.0615
H (4.3844, -2.7501, -2.5280)  0.0780
H (3.2482, -1.8866, -1.4513)  0.0406
H (5.6156, 0.0062, -3.5415)  0.0596
H (4.6638, 0.0922, -5.0223)  0.0618
H (5.3665, -1.4374, -4.5095)  0.0866
H (1.8144, -2.0373, -3.7316)  0.0568
H (3.3009, -2.7553, -4.4047)  0.0811
H (2.5429, -1.3878, -5.2024)  0.0601
O (-5.3470, -2.5346, -5.7477)  0.1023
C (-4.9601, -3.4810, -4.8542)  -0.4914
O (-5.0790, -4.6427, -5.1405)  0.1011
C (-4.4024, -2.9954, -3.5663)  -0.1637
C (-3.8815, -1.7136, -3.3868)  -0.0353
C (-3.3394, -1.3322, -2.1735)  -0.1197
C (-3.2964, -2.2133, -1.0791)  -0.7382
S (-2.5142, -1.7858, 0.4134)  0.5101
C (-3.8447, -3.4935, -1.2706)  -0.1283
C (-4.3728, -3.8776, -2.4872)  -0.0268
H (-5.3162, -1.6641, -5.3304)  0.0900
H (-3.8485, -0.9978, -4.2023)  0.1124
H (-2.9453, -0.3277, -2.0658)  0.0823
H (-3.8400, -4.1884, -0.4400)  0.0923
H (-4.7761, -4.8730, -2.6232)  0.1168
N (1.1712, -5.0869, -0.7880)  0.0534
C (2.0217, -4.3158, 0.1944)  -0.0926
C (1.2090, -3.1126, 0.6639)  -0.2192
N (0.7077, -2.3342, -0.4232)  -0.1362
C (-0.0322, -3.0656, -1.4131)  -0.2346
C (0.7599, -4.2368, -1.9706)  -0.0848
H (0.3194, -5.3944, -0.3101)  0.1790
H (1.6622, -5.9218, -1.1029)  0.1740
H (2.9152, -4.0144, -0.3514)  0.1209
H (2.2850, -5.0025, 0.9990)  0.1287
H (1.8390, -2.4973, 1.3066)  0.0821
H (0.3717, -3.4743, 1.2835)  0.1234
H (1.2871, -1.5611, -0.8409)  -0.0058
H (-0.2944, -2.3940, -2.2329)  0.1253
H (-0.9779, -3.4292, -0.9888)  0.0724
H (1.6847, -3.9171, -2.4513)  0.1119
H (0.1849, -4.8752, -2.6408)  0.1351

Cartesian forces (eV/Å) of the 2 atoms listed first:
Sr -0.033 -0.408 -0.169
O 0.075 0.321 0.125

No. 4
C22H25Cl2GeHfN3O2S as an isolated structure, computed with ωB97M-V with the def2-TZVPD basis set.

E_tot: -4611.61363 hartree

Last column: Löwdin charge in e.
Cartesian coordinates (Å):
Hf (-0.2398, 0.1582, 0.1698)  1.4415
C (-8.2826, -0.1380, 2.4803)  -0.0433
C (-6.9186, 0.2513, 1.9829)  -0.2588
C (-6.7652, 1.1034, 0.8908)  -0.0258
C (-5.5053, 1.4679, 0.4466)  -0.0514
C (-4.3924, 0.9690, 1.1029)  -0.2972
C (-4.5143, 0.1214, 2.1954)  -0.0405
C (-5.7802, -0.2318, 2.6282)  -0.0221
S (-2.7801, 1.3643, 0.5064)  0.5939
O (-1.8232, 0.9977, 1.5641)  -0.3867
O (-2.7305, 2.7275, 0.0836)  -0.2699
N (-2.3715, 0.4252, -0.7156)  -0.2052
C (-2.5927, -0.9354, -0.6898)  -0.4266
C (-3.8529, -1.5351, -0.8260)  0.0080
C (-3.9275, -2.9049, -0.9224)  -0.0362
C (-2.7584, -3.6648, -0.8910)  -0.0490
C (-1.5605, -3.0116, -0.7369)  -0.1219
N (-1.4683, -1.6799, -0.6199)  -0.0063
H (-9.0662, 0.3048, 1.8683)  0.0764
H (-8.4201, 0.1937, 3.5103)  0.0876
H (-8.3990, -1.2225, 2.4691)  0.0854
H (-7.6405, 1.4887, 0.3832)  0.1162
H (-5.3693, 2.1401, -0.3920)  0.1247
H (-3.6232, -0.2344, 2.6964)  0.1217
H (-5.8873, -0.8923, 3.4799)  0.1218
H (-4.7311, -0.9096, -0.8848)  0.1147
H (-4.8878, -3.3904, -1.0409)  0.1159
H (-2.7837, -4.7402, -0.9835)  0.1092
H (-0.6242, -3.5524, -0.6985)  0.0816
C (1.7778, 2.2297, -4.0641)  -0.2316
Ge (0.4106, 1.7522, -2.7089)  0.7184
C (-0.6082, 3.3983, -2.3877)  -0.2148
C (-0.6574, 0.3398, -3.6020)  -0.2209
C (1.2874, 1.1197, -1.0579)  -0.4619
H (1.3007, 2.6595, -4.9468)  0.0128
H (2.3433, 1.3493, -4.3727)  0.0123
H (2.4774, 2.9625, -3.6608)  0.0138
H (-1.0045, 3.7889, -3.3263)  0.0210
H (0.0558, 4.1532, -1.9624)  0.0256
H (-1.4339, 3.2527, -1.7054)  -0.0276
H (-1.0963, 0.7543, -4.5109)  0.0197
H (-1.4684, -0.0382, -2.9871)  -0.0276
H (-0.0156, -0.4940, -3.8932)  0.0189
H (1.7755, 1.9694, -0.5707)  -0.0021
H (2.0722, 0.4122, -1.3330)  -0.0324
Cl (1.5868, -2.1070, -0.1459)  0.7249
C (2.3867, -1.8046, 1.3849)  -0.5519
C (3.5253, -2.4943, 1.7394)  -0.1315
C (4.1186, -2.2297, 2.9624)  -0.1144
C (3.5517, -1.2810, 3.8092)  -0.1293
C (2.4091, -0.6103, 3.4351)  -0.6189
Cl (1.7146, 0.5680, 4.4963)  0.6600
C (1.7503, -0.8226, 2.1867)  -0.5011
N (0.6383, -0.1861, 1.8230)  -0.2157
H (3.9464, -3.2341, 1.0707)  0.1008
H (5.0229, -2.7462, 3.2525)  0.0962
H (3.9984, -1.0677, 4.7712)  0.0995

Cartesian forces (eV/Å) of the 2 atoms listed first:
Hf 1.587 -1.136 1.320
C 0.057 0.016 -0.023

What is the formula in the third record? C33H51BrN5O4PS2Sr